Record 1
This record from the Open Molecules 2025 dataset describes 8 unconnected molecules or ions with the total composition C8H16Cl16. The level of theory is ωB97M-V/def2-TZVPD.

Last column: Mulliken charge in e.
Cartesian coordinates (Å):
Cl (3.125, 4.171, -0.412)  -0.1578
C (3.016, 3.435, -2.028)  0.0841
Cl (3.748, 4.433, -3.272)  -0.1692
H (3.539, 2.485, -1.989)  0.1600
H (1.969, 3.263, -2.247)  0.0809
Cl (-4.057, 0.854, -3.180)  -0.1437
C (-4.001, 0.851, -1.403)  -0.3063
Cl (-2.388, 1.291, -0.829)  -0.0727
H (-4.712, 1.565, -1.004)  0.3569
H (-4.273, -0.155, -1.108)  0.1637
Cl (-0.061, 1.826, -3.695)  -0.1504
C (0.403, 0.198, -4.194)  0.0250
Cl (0.874, 0.118, -5.900)  -0.1767
H (1.218, -0.126, -3.558)  0.1132
H (-0.453, -0.446, -4.019)  0.1809
Cl (6.200, 2.037, 0.243)  -0.1491
C (5.334, 1.684, 1.750)  -0.0229
Cl (6.421, 1.156, 3.042)  -0.1764
H (4.828, 2.576, 2.100)  0.2541
H (4.621, 0.903, 1.519)  0.0742
Cl (-0.903, -4.021, -3.259)  -0.1395
C (-1.804, -3.961, -1.739)  -0.2654
Cl (-3.046, -2.679, -1.804)  -0.0956
H (-2.289, -4.912, -1.563)  0.3471
H (-1.142, -3.711, -0.920)  0.1502
Cl (0.350, -1.371, -0.995)  -0.0918
C (0.700, -0.225, 0.316)  0.2653
Cl (2.172, 0.696, -0.006)  -0.0769
H (-0.149, 0.441, 0.392)  -0.2847
H (0.826, -0.799, 1.226)  0.2101
Cl (-1.054, -2.383, 2.629)  -0.0339
C (-2.002, -3.255, 3.841)  -0.4523
Cl (-3.723, -2.914, 3.649)  -0.1451
H (-1.863, -4.331, 3.776)  0.3557
H (-1.697, -2.982, 4.848)  0.2758
Cl (-0.704, 1.454, 2.979)  -0.1032
C (-2.093, 0.850, 3.905)  -0.2279
Cl (-1.617, 0.112, 5.433)  -0.1511
H (-2.665, 1.731, 4.169)  0.3487
H (-2.649, 0.143, 3.304)  0.1466

Force components x, y, z for each atom (eV/Å):
0.0 0.0 -0.1
-0.1 -0.3 0.3
0.0 0.1 -0.1
0.1 0.1 0.0
0.0 0.2 -0.1
-0.1 0.1 0.2
-0.1 -0.2 -0.4
-0.2 -0.1 0.2
0.0 0.1 -0.1
0.3 0.0 0.3
0.0 0.2 0.0
-0.1 -0.2 0.2
0.0 0.0 0.2
0.2 0.1 -0.2
0.0 0.0 -0.2
0.0 0.1 0.1
0.0 0.0 -0.1
0.0 -0.1 -0.1
0.0 0.1 -0.2
0.0 -0.1 0.2
0.1 -0.1 0.2
-0.2 0.3 0.0
0.1 -0.3 0.0
-0.1 0.0 -0.1
0.1 0.0 -0.1
0.1 0.0 0.0
-0.1 -0.3 -0.2
-0.1 0.0 0.1
0.1 0.1 0.0
0.1 0.1 0.0
0.1 -0.2 0.1
-0.1 -0.3 0.5
-0.1 0.0 0.1
0.1 0.1 -0.5
0.0 0.5 -0.2
0.0 -0.1 0.0
0.1 0.6 0.1
0.1 -0.3 0.0
-0.2 -0.1 -0.1
0.0 -0.1 0.0

F_max = 0.578 eV/Å
Kohn-Sham gap = 10.896 eV
charge = 0
SMILES string = ClCCl.ClCCl.ClCCl.ClCCl.ClCCl.ClCCl.ClCCl.ClCCl
HOMO = -10.68 eV
energy relative to the best compared isomer or geometry (same formula, charge and spin) = 15.46 kJ/mol

Record 2
This record from the Open Molecules 2025 dataset describes 2 unconnected molecules or ions with the total composition C2H8N4O at a distorted geometry. The level of theory is ωB97M-V/def2-TZVPD.

Last column: Mulliken charge in e.
Cartesian coordinates (Å):
H (1.994, 1.467, 0.003)  0.2080
N (0.923, 1.169, 0.099)  -0.5749
C (0.856, 0.879, 1.339)  0.0594
C (1.892, 1.117, 2.468)  -0.9872
H (-0.162, 0.653, 1.535)  0.3606
H (2.956, 1.029, 2.049)  0.3355
H (1.570, 2.046, 2.899)  0.2901
H (1.669, 0.412, 3.186)  0.3048
N (-2.334, -1.849, -2.766)  -0.3085
N (-1.887, -2.179, -1.552)  -0.2455
N (-1.438, -1.356, -0.768)  -0.0244
O (-1.284, -0.035, -1.209)  -0.4021
H (-1.901, -1.097, -3.264)  0.2453
H (-2.223, -2.710, -3.397)  0.2791
H (-0.631, 0.455, -0.622)  0.4598

Force components x, y, z for each atom (eV/Å):
-2.6 -0.5 -0.8
4.3 0.6 0.7
0.1 1.2 -0.4
-0.1 -0.1 -3.5
-0.9 -0.8 1.5
-1.6 0.5 0.9
0.6 0.8 0.1
0.1 -1.8 1.7
-0.2 -2.1 -3.0
0.2 0.1 1.0
1.0 0.3 1.4
-0.3 0.2 -0.8
0.4 1.0 0.3
-0.6 1.6 1.5
-0.5 -1.1 -0.6

F_max = 4.378 eV/Å
Kohn-Sham gap = 10.088 eV
charge = 0
SMILES string = [H]/N=C\C.N/N=N\O
HOMO = -9.17 eV
energy relative to the best compared isomer or geometry (same formula, charge and spin) = 470.02 kJ/mol

Record 3
This record from the Open Molecules 2025 dataset describes a molecular structure, C27H45NO2P2Tl at a distorted geometry. The level of theory is ωB97M-V/def2-TZVPD.

Last column: Mulliken charge in e.
Cartesian coordinates (Å):
Tl (2.225, -1.258, -0.754)  1.0812
C (-0.332, 0.230, 2.304)  0.5261
C (0.134, 1.534, 1.989)  0.6303
C (-1.771, 1.148, 0.761)  0.8445
C (-1.513, -0.010, 1.546)  0.3378
C (-0.747, 2.095, 1.025)  0.7399
C (0.287, -0.689, 3.284)  -1.5018
H (1.375, -0.756, 3.141)  0.3276
H (-0.137, -1.695, 3.193)  0.4141
H (0.116, -0.349, 4.318)  0.3398
C (-2.340, -1.234, 1.557)  -1.4493
H (-2.116, -1.845, 2.439)  0.4551
H (-2.163, -1.852, 0.662)  0.1900
H (-3.408, -0.978, 1.576)  0.3954
C (-2.880, 1.332, -0.188)  -1.2153
H (-3.709, 0.654, 0.046)  0.3793
H (-2.536, 1.129, -1.216)  0.1394
H (-3.253, 2.366, -0.154)  0.4303
C (-0.653, 3.442, 0.427)  -1.6769
H (-1.226, 4.183, 1.008)  0.3270
H (-1.057, 3.434, -0.593)  0.4051
H (0.389, 3.784, 0.390)  0.4469
C (1.296, 2.212, 2.601)  -1.4990
H (1.016, 2.731, 3.532)  0.3513
H (1.711, 2.966, 1.921)  0.3726
H (2.087, 1.494, 2.853)  0.3322
C (3.568, -2.768, -1.195)  0.1314
C (4.869, -2.567, -0.529)  -1.1030
C (5.494, -1.229, -0.150)  -0.8149
C (4.774, 0.133, -0.233)  -1.2212
C (3.499, 0.248, -1.056)  -0.1234
C (3.625, 0.059, -2.572)  -0.5913
C (4.277, -1.246, -3.155)  -0.9370
C (3.730, -2.611, -2.729)  -1.2623
H (6.407, -1.127, -0.766)  0.3355
H (5.508, 0.877, -0.583)  0.3241
H (5.895, -1.310, 0.876)  0.5215
H (4.446, -3.370, -3.083)  0.5844
H (3.049, -3.718, -0.992)  0.7969
H (5.609, -3.039, -1.229)  0.3220
H (2.781, -2.835, -3.236)  0.0790
H (4.198, -1.179, -4.254)  0.6219
H (4.402, 0.806, -2.825)  0.4986
H (5.354, -1.215, -2.926)  0.3725
H (4.503, 0.447, 0.787)  0.2164
H (2.994, 1.206, -0.846)  0.8099
P (6.156, -3.993, 0.691)  0.2049
C (5.075, -5.454, 0.549)  -0.8659
C (5.584, -3.487, 2.359)  -0.9719
P (2.700, 1.107, -5.134)  0.0988
C (2.378, 0.519, -3.364)  -0.2278
C (1.067, 1.931, -5.368)  -0.7517
C (3.780, 2.572, -4.808)  -1.1199
H (4.159, -5.225, -0.006)  0.2246
H (4.845, -5.809, 1.560)  0.3672
H (5.653, -6.217, 0.008)  0.3399
H (6.241, -4.016, 3.064)  0.3679
H (4.546, -3.802, 2.508)  0.2553
H (5.683, -2.407, 2.510)  0.3376
H (3.873, 2.801, -3.737)  0.3455
H (3.387, 3.441, -5.355)  0.4235
H (4.773, 2.327, -5.215)  0.2668
H (1.860, 1.344, -2.849)  0.5316
H (1.664, -0.318, -3.458)  -0.2574
H (0.650, 1.513, -6.295)  0.3126
H (1.194, 3.015, -5.493)  0.3197
H (0.373, 1.713, -4.544)  0.0771
O (0.871, -3.848, -2.937)  -0.6562
C (0.071, -2.923, -2.816)  0.0680
C (-1.384, -2.955, -3.273)  -0.6433
C (-1.941, -1.603, -2.877)  -0.3548
C (-0.717, -0.820, -2.425)  0.1985
O (-0.677, 0.408, -2.266)  -0.7344
N (0.353, -1.678, -2.276)  0.0923
H (-1.408, -3.102, -4.362)  0.2572
H (-1.906, -3.787, -2.787)  0.3182
H (-2.440, -1.077, -3.701)  0.3240
H (-2.647, -1.692, -2.034)  0.1675

Force components x, y, z for each atom (eV/Å):
-3.7 -1.8 -0.2
-0.2 -0.4 0.1
0.1 0.5 -0.1
0.1 0.1 -0.3
0.1 -0.1 0.0
0.0 0.2 0.1
0.1 -0.4 0.1
-0.2 0.0 0.1
0.2 0.2 0.1
0.1 0.0 -0.2
-0.2 -0.2 0.2
-0.1 0.1 -0.3
0.0 0.2 0.2
0.2 -0.1 0.0
-0.5 0.1 0.2
0.2 0.2 -0.1
0.1 0.0 0.2
0.1 -0.3 -0.1
0.1 0.2 -0.3
0.1 -0.2 -0.1
0.1 0.0 0.2
-0.3 0.0 0.0
0.4 0.1 -0.1
0.0 -0.2 -0.2
-0.1 -0.2 0.2
-0.2 0.2 0.0
-0.3 -2.7 -0.2
3.9 -2.3 0.5
1.1 0.4 0.1
-0.4 0.0 0.5
0.9 3.7 0.0
1.0 0.8 -1.6
0.0 0.2 0.2
-0.4 0.1 -0.3
-0.3 -0.1 0.2
-0.3 -0.1 0.0
-0.2 0.3 -0.3
-0.2 0.0 0.2
0.7 -0.1 -0.1
-0.8 0.9 -0.3
0.2 0.1 0.2
0.1 0.1 0.4
-0.1 0.0 0.1
-0.3 0.0 0.0
0.1 0.0 -0.2
0.7 0.0 -0.4
-2.4 1.9 -0.6
0.4 -0.6 -0.3
0.2 -0.1 0.3
0.0 -0.3 0.7
0.0 -0.3 -0.2
-0.3 -0.2 -0.4
0.4 -0.1 -0.2
0.1 -0.1 0.2
-0.1 -0.1 -0.3
-0.5 -0.1 0.2
-0.3 0.3 0.1
0.2 0.1 0.1
0.1 -0.2 0.1
-0.1 0.1 -0.3
0.2 -0.2 0.2
-0.2 0.3 0.3
0.2 -0.3 0.0
0.3 0.5 0.0
-0.1 0.3 0.3
-0.2 -0.3 0.1
0.2 0.2 -0.2
-1.1 1.2 0.4
0.6 -1.0 0.0
0.0 -0.3 -0.3
-0.3 0.3 -0.1
0.4 0.5 -0.1
-0.2 -1.2 0.4
0.2 0.5 1.1
0.0 -0.1 0.3
0.2 0.1 -0.3
0.0 -0.1 0.3
0.2 0.2 -0.3

F_max = 4.573 eV/Å
Kohn-Sham gap (spin up / spin down) = 4.093 / 4.066 eV
charge = +1
HOMO (spin up / spin down) = -10.08 / -10.08 eV

Record 4
This record from the Open Molecules 2025 dataset describes 2 unconnected molecules or ions with the total composition C7H6N4 at a distorted geometry. The level of theory is ωB97M-V/def2-TZVPD.

Last column: Mulliken charge in e.
Cartesian coordinates (Å):
C (0.006, 2.067, 2.087)  0.1145
C (-0.599, 1.973, 1.054)  -0.3334
C (-1.212, 1.881, -0.223)  0.2036
C (-2.416, 1.339, -0.431)  -0.8348
C (-0.436, 2.408, -1.290)  0.2434
N (0.208, 2.834, -2.136)  -0.4403
H (0.483, 2.136, 3.018)  0.4185
H (-2.982, 0.928, 0.387)  0.3181
H (-2.844, 1.274, -1.417)  0.3171
C (1.080, -2.231, -1.333)  -0.4248
C (2.030, -1.516, -0.641)  -0.0799
N (1.307, -0.596, 0.037)  0.1444
N (0.014, -0.746, -0.224)  0.0016
N (-0.128, -1.717, -1.039)  -0.6415
H (1.191, -3.055, -2.005)  0.4087
H (3.094, -1.587, -0.590)  0.3982
H (1.621, 0.131, 0.664)  0.1865

Force components x, y, z for each atom (eV/Å):
-0.5 -0.1 -0.6
0.4 0.0 0.7
-1.0 -0.2 0.1
0.2 0.2 0.0
0.1 0.1 -0.5
0.2 0.1 -0.3
0.3 0.1 0.5
0.0 0.0 0.2
0.0 0.0 -0.2
0.8 0.1 0.2
-0.4 -0.1 -0.2
0.5 -0.4 -0.3
-0.5 0.8 0.8
-0.5 -0.4 -0.4
0.1 -0.2 -0.1
0.3 0.0 0.0
-0.2 -0.1 -0.1

F_max = 1.233 eV/Å
Kohn-Sham gap = 9.720 eV
charge = 0
SMILES string = C#CC(=C)C#N.c1c[nH]nn1
HOMO = -9.73 eV
energy relative to the best compared isomer or geometry (same formula, charge and spin) = 345.08 kJ/mol

Record 5
This record from the Open Molecules 2025 dataset describes a molecular structure, C33H36N8OS2Y at a distorted geometry. The level of theory is ωB97M-V/def2-TZVPD.

Last column: Mulliken charge in e.
Cartesian coordinates (Å):
Y (0.253, -0.330, 0.603)  0.6918
O (2.142, -0.292, -1.222)  -0.0792
C (2.791, -1.489, -1.671)  -0.8175
C (2.671, -2.555, -0.619)  0.4730
C (3.576, -3.607, -0.619)  -0.8999
C (3.443, -4.614, 0.319)  -0.5084
C (2.384, -4.548, 1.216)  -0.8845
C (1.521, -3.476, 1.139)  -0.6183
N (1.661, -2.466, 0.259)  0.9012
H (2.155, 0.346, -1.945)  0.2416
H (3.843, -1.292, -1.879)  0.5212
H (2.323, -1.845, -2.594)  0.3235
H (4.372, -3.636, -1.351)  0.5232
H (4.146, -5.436, 0.352)  0.4684
H (2.227, -5.320, 1.956)  0.5106
H (0.662, -3.423, 1.797)  0.5437
N (2.572, -0.597, 4.547)  0.0371
C (2.104, -1.014, 3.369)  -0.7965
N (1.491, -0.059, 2.682)  0.6244
C (1.556, 1.079, 3.518)  0.1796
C (1.062, 2.376, 3.374)  0.0050
C (1.315, 3.279, 4.387)  -1.2814
C (2.031, 2.924, 5.539)  -0.5966
C (2.502, 1.643, 5.716)  -1.1517
C (2.247, 0.738, 4.691)  0.6128
H (3.063, -1.166, 5.220)  0.2659
H (2.251, -2.023, 3.021)  0.5955
H (0.490, 2.677, 2.511)  0.3940
H (0.944, 4.292, 4.299)  0.4651
H (2.204, 3.669, 6.304)  0.4335
H (3.034, 1.356, 6.613)  0.4614
N (-2.260, 1.703, 2.404)  -0.0306
C (-1.460, 1.009, 1.958)  -0.0844
H (-2.954, 2.309, 2.808)  0.2945
N (-1.208, 0.030, -1.029)  0.1234
S (-1.044, 0.916, -2.393)  0.4129
C (-1.153, -0.290, -3.741)  0.6064
C (-0.714, -1.584, -3.500)  -0.1471
C (-0.775, -2.519, -4.524)  -1.0466
C (-1.261, -2.150, -5.770)  -0.5707
C (-1.668, -0.844, -6.005)  -0.6966
C (-1.609, 0.100, -4.991)  -0.5681
C (-2.597, 1.774, -2.618)  0.3584
C (-3.782, 1.052, -2.706)  -0.1596
C (-4.969, 1.738, -2.895)  -0.8943
C (-4.961, 3.125, -3.007)  -0.4681
C (-3.772, 3.832, -2.910)  -0.6545
C (-2.576, 3.157, -2.712)  -0.2828
H (-2.172, -0.288, -0.957)  0.2013
H (-0.345, -1.854, -2.519)  0.2579
H (-0.446, -3.535, -4.348)  0.4847
H (-1.323, -2.883, -6.563)  0.4277
H (-2.038, -0.557, -6.980)  0.4462
H (-1.923, 1.120, -5.174)  0.5246
H (-3.781, -0.031, -2.657)  0.4253
H (-5.897, 1.189, -2.972)  0.4273
H (-5.889, 3.653, -3.181)  0.4372
H (-3.772, 4.911, -2.995)  0.4341
H (-1.639, 3.697, -2.643)  0.4178
C (1.548, 5.294, 0.090)  -0.8025
N (2.581, 4.290, 0.325)  -0.2400
C (2.405, 2.983, 0.228)  0.6819
N (3.442, 2.176, 0.486)  -0.2275
S (0.879, 2.337, -0.225)  -0.2587
H (2.026, 6.258, -0.059)  0.3681
H (0.869, 5.362, 0.941)  0.2794
H (0.973, 5.039, -0.795)  0.2709
H (3.494, 4.633, 0.586)  0.2541
H (4.357, 2.547, 0.690)  0.2292
H (3.351, 1.196, 0.302)  0.0465
C (-3.212, -4.134, 2.003)  -0.3665
C (-2.954, -3.875, 0.665)  -0.9946
C (-2.059, -2.875, 0.335)  0.0014
N (-1.423, -2.127, 1.250)  0.4302
C (-1.689, -2.381, 2.543)  -0.1572
C (-2.562, -3.366, 2.960)  -0.8774
H (-3.900, -4.916, 2.295)  0.4448
H (-3.438, -4.445, -0.116)  0.4909
H (-1.830, -2.673, -0.705)  0.2772
H (-1.174, -1.765, 3.274)  0.3580
H (-2.731, -3.530, 4.015)  0.4771

Force components x, y, z for each atom (eV/Å):
1.0 -0.5 -0.2
-0.2 -0.4 0.3
0.1 -0.2 -0.1
0.0 0.1 0.0
0.0 -0.1 0.0
0.0 0.1 0.0
0.0 0.0 0.0
-0.1 -0.1 0.0
-0.2 0.1 0.0
-0.1 0.3 0.1
0.0 0.0 0.0
0.0 0.0 0.0
0.0 0.0 0.0
0.0 0.0 0.0
0.0 0.0 0.0
0.1 0.0 0.0
0.0 -0.1 0.1
0.1 0.0 -0.2
-0.1 0.1 0.3
0.2 -0.1 0.3
0.0 0.0 0.0
0.0 0.0 0.0
0.0 0.0 0.0
0.0 -0.1 0.1
-0.2 0.2 -0.3
0.0 0.0 0.0
0.0 0.0 0.0
0.1 0.0 -0.1
0.0 0.0 0.0
0.0 0.0 0.0
0.0 0.0 0.0
-0.1 0.0 0.1
-0.2 0.1 0.0
0.0 0.0 0.0
-0.3 0.3 -0.5
-0.7 -0.3 -0.5
0.1 0.0 0.2
0.0 0.1 0.0
0.0 0.0 0.0
0.0 0.0 0.0
0.0 0.0 0.0
0.0 0.1 0.0
0.3 0.0 0.0
0.0 -0.1 0.0
0.0 -0.1 0.0
0.0 0.0 0.0
-0.1 0.0 0.0
0.2 0.0 0.0
0.0 -0.1 0.0
0.0 -0.1 0.0
0.0 0.0 0.0
0.0 0.0 0.0
0.0 0.0 0.0
-0.1 0.0 0.0
0.0 0.0 0.0
0.0 0.0 0.0
0.0 0.0 0.0
0.0 0.0 0.0
0.0 0.0 0.0
-0.2 0.0 0.1
-0.1 -0.1 -0.1
0.1 0.0 0.2
0.0 0.2 0.0
-0.1 0.1 0.1
0.1 0.0 0.0
0.0 0.0 0.0
0.0 0.0 0.0
0.0 0.0 0.0
0.0 -0.1 0.0
0.0 -0.1 0.0
0.1 0.1 -0.1
-0.1 -0.1 0.0
0.1 0.0 -0.1
0.1 0.2 0.0
0.1 0.1 0.1
-0.1 -0.1 0.0
0.0 0.0 0.0
0.0 0.0 0.0
0.0 0.0 0.0
0.0 0.0 0.0
0.0 0.0 0.0

F_max = 1.160 eV/Å
Kohn-Sham gap = 8.868 eV
charge = +3
HOMO = -16.08 eV
energy relative to the best compared isomer or geometry (same formula, charge and spin) = 28.78 kJ/mol